Density functional theory data (ωB97M-V with the def2-TZVPD basis set) for 2 unconnected molecules or ions with the total composition C4H13N2O.

**Net charge**: +1
**Energy relative to the best compared isomer or geometry (same formula, charge and spin)**: 4.5854 eV
**Energy**: -344.5983 Eh
**2S+1**: 1

The geometry in XYZ format:
```
20
Properties=species:S:1:pos:R:3:mulliken_charge:R:1
N 0.113 -2.576 1.514 -0.6235
C 0.108 -0.184 -0.437 -0.1385
C 0.939 0.826 0.134 -0.3441
C 0.884 2.119 -0.788 -0.5417
O 1.527 3.067 -0.007 -0.4724
C -1.337 -0.264 -0.187 -0.4862
N -2.039 -1.458 -0.515 -0.5426
H 0.358 -1.826 0.880 0.1662
H 0.761 -3.334 1.317 0.2847
H 0.358 -2.265 2.459 0.2781
H 0.437 -0.662 -1.367 0.2957
H 0.523 1.190 1.074 0.3193
H 1.978 0.543 0.275 0.4201
H 1.378 1.919 -1.744 0.3410
H -0.158 2.373 -0.963 0.3888
H 1.364 3.955 -0.366 0.3428
H -1.769 0.545 -0.813 0.3481
H -1.539 -0.007 0.850 0.4053
H -1.889 -2.199 0.157 0.3266
H -1.997 -1.762 -1.472 0.2323
```

Density functional theory data (ωB97M-V with the def2-TZVPD basis set) for 2 unconnected molecules or ions with the total composition C4H13N2O.

**Net charge**: +1
**Energy relative to the best compared isomer or geometry (same formula, charge and spin)**: 1.1580 eV
**Energy**: -344.7243 Eh
**2S+1**: 1

The geometry in XYZ format:
```
20
Properties=species:S:1:pos:R:3:mulliken_charge:R:1
C 2.559 0.008 2.521 -1.2660
C 1.146 -0.393 2.098 -0.3475
C 1.120 -0.885 0.640 -0.5813
N 0.008 -0.352 -0.157 -0.1291
C 0.164 0.359 -1.240 0.1999
N -0.690 0.702 -2.175 -0.2250
H 3.017 0.652 1.777 0.3834
H 3.149 -0.905 2.682 0.3222
H 2.620 0.403 3.534 0.3564
H 0.419 0.399 2.251 0.3771
H 0.820 -1.242 2.693 0.2780
H 1.125 -1.971 0.551 0.3208
H 2.041 -0.557 0.151 0.2894
H -0.903 -0.331 0.279 0.2874
H 1.200 0.548 -1.531 0.2961
H -0.359 0.857 -3.113 0.2861
H -1.648 0.368 -2.042 0.1978
H -4.354 0.790 -1.783 0.3084
H -3.843 -0.398 -1.194 0.3314
O -3.498 0.455 -1.507 -0.6854
```